# C44H59AsO2P3S2SeY

C44H59AsO2P3S2SeY as an isolated structure (ωB97M-V/def2-TZVPD, OMol25).

Geometry as XYZ:
```
113
Properties=species:S:1:pos:R:3:forces:R:3
Y -0.167406 -0.259854 0.004355 -0.4010 0.2798 -0.1358
S 1.987008 -2.139543 0.473108 -0.1117 -0.0379 0.0823
C 3.317761 -1.499890 1.413177 -0.0092 0.0695 -0.0221
C 4.500445 -2.269552 1.477430 0.0206 0.0061 0.0144
C 5.603152 -1.864103 2.200049 -0.0433 0.0299 -0.0104
C 5.573506 -0.665942 2.914720 -0.0172 -0.0309 -0.0359
C 4.418528 0.094151 2.880716 -0.0982 -0.0851 -0.0574
C 3.296892 -0.289170 2.134452 0.1215 0.0361 -0.0076
As 1.639588 0.761912 2.224437 0.7141 0.0092 0.1563
C 1.591953 0.777415 4.210362 -0.2060 -0.0433 -0.0329
C 1.087267 1.855374 4.929661 0.0053 0.0526 0.0293
C 0.995948 1.811448 6.317348 0.0081 -0.0468 -0.0285
C 1.394139 0.676263 7.008319 0.0279 -0.0178 -0.0596
C 1.863358 -0.422115 6.296225 -0.0325 0.0519 0.0101
C 1.953439 -0.372186 4.912735 -0.0023 0.0002 0.0113
C 2.312284 2.586032 1.987300 0.0042 0.0134 0.0166
C 1.376534 3.609673 2.140726 0.0135 0.0319 -0.0638
C 1.755532 4.937456 2.025059 0.0665 0.0021 0.0051
C 3.068584 5.263640 1.701825 -0.0195 -0.0918 0.0048
C 3.986082 4.249200 1.470337 -0.0698 -0.0088 -0.0006
C 3.608584 2.916514 1.615154 -0.0391 0.0450 0.0345
H 4.518521 -3.206550 0.931669 0.0069 0.0336 0.0137
H 6.494949 -2.482383 2.212512 -0.0182 -0.0123 -0.0003
H 6.427969 -0.341400 3.497529 -0.0114 -0.0091 -0.0122
H 4.370552 1.004975 3.465307 -0.0106 0.0393 0.0126
H 0.759746 2.747410 4.411265 0.0320 -0.0151 0.0254
H 0.599564 2.666276 6.853872 0.0237 -0.0050 -0.0037
H 1.333757 0.640954 8.090497 -0.0335 -0.0017 -0.0242
H 2.147677 -1.328224 6.819421 0.0122 0.0167 -0.0151
H 2.298984 -1.242993 4.369540 0.0306 -0.0092 0.0010
H 0.332237 3.356963 2.283407 -0.0046 0.0133 0.0312
H 1.015618 5.719491 2.148371 -0.0030 -0.0149 -0.0164
H 3.366020 6.301233 1.602707 -0.0113 0.0039 -0.0259
H 4.998451 4.488949 1.163961 -0.0048 -0.0043 0.0155
H 4.328161 2.136779 1.406805 0.0419 -0.0247 0.0289
C 3.628969 1.974271 -2.258479 -0.0772 -0.0878 -0.0579
P 3.145262 0.243987 -1.844882 0.3829 0.3551 0.1719
C 4.844253 -0.376352 -1.425094 -0.0452 -0.0427 -0.1299
C 3.033272 -0.443172 -3.574802 -0.2294 -0.2228 0.1226
C 2.297551 -1.802188 -3.553033 0.0819 0.4537 0.0599
P 0.577921 -1.561731 -2.898009 0.1323 -0.5933 0.0381
C -0.350219 -1.449244 -4.491150 0.0394 0.1751 0.0824
C 0.143032 -3.304904 -2.512518 0.0760 0.0501 -0.0901
H 4.448149 2.005887 -2.987555 -0.0276 0.0363 0.0208
H 3.927358 2.485664 -1.339974 -0.0030 -0.0349 -0.0291
H 2.744645 2.497689 -2.627134 0.0220 -0.0029 0.0070
H 5.582953 -0.067761 -2.175173 -0.0076 -0.0429 0.0376
H 4.828289 -1.466589 -1.350642 0.0127 0.0365 0.0266
H 5.139258 0.014041 -0.447702 -0.0229 -0.0321 -0.0204
H 4.036461 -0.520893 -4.005825 -0.0045 -0.0291 -0.0903
H 2.467185 0.276102 -4.178706 0.0081 0.0037 0.0235
H 2.814236 -2.496054 -2.884325 -0.0325 0.0010 0.0353
H 2.247199 -2.253692 -4.547779 0.0516 -0.0771 -0.0360
H -0.208697 -2.363548 -5.072704 -0.0024 0.0082 -0.0270
H -0.016672 -0.591626 -5.079524 -0.0250 -0.0300 0.0050
H -1.407429 -1.312620 -4.258223 0.0180 0.0094 -0.0175
H 0.312417 -3.965512 -3.368939 0.0035 -0.0147 0.0051
H -0.907297 -3.339148 -2.224857 -0.0211 -0.0237 0.0102
H 0.739242 -3.638269 -1.663783 -0.0068 -0.0159 0.0280
C -3.348335 -3.829989 -0.276411 -0.0221 -0.0159 0.0007
C -2.317872 -3.444792 0.793956 0.1557 0.0952 0.1503
C -1.106222 -4.397298 0.674263 -0.1073 -0.0201 0.0581
C -2.970617 -3.774440 2.163601 0.0122 0.1019 -0.0595
C -1.948465 -1.934078 0.599141 -0.4843 -0.3916 0.1427
H -3.590425 -4.900921 -0.225840 0.0093 0.0184 -0.0281
H -2.966839 -3.608272 -1.277781 -0.0156 0.0018 0.0248
H -4.272851 -3.259034 -0.137748 0.0533 -0.0345 -0.0126
H -1.297332 -5.346430 1.196812 -0.0048 0.0212 -0.0778
H -0.213319 -3.941381 1.103821 -0.0234 -0.0335 0.0258
H -0.893370 -4.642670 -0.366143 0.0614 0.0621 -0.0571
H -3.548616 -4.704165 2.091353 0.0541 -0.0444 0.0035
H -3.653757 -2.987845 2.496143 -0.0294 -0.0784 -0.0580
H -2.213856 -3.914712 2.937480 -0.0556 0.0503 -0.0279
H -2.604228 -1.557848 -0.197808 -0.0359 -0.1718 -0.0708
Se 0.283515 2.263104 -0.772424 0.0053 0.3170 -0.2736
C -0.893821 -1.590951 3.059669 0.1170 -0.0606 -0.0465
P -2.340492 -0.790083 1.996092 -0.2413 -0.1715 0.3866
C -3.085333 -0.422865 3.722615 -0.1156 0.2718 0.0122
C -4.195970 -0.470419 1.363844 -0.0354 0.1663 -0.1868
O -1.670160 0.551328 1.536852 0.4130 -0.4480 -0.3627
H -1.271319 -2.263848 3.837626 -0.0136 0.0218 -0.0503
H -0.410285 -0.765627 3.578645 0.0502 0.0443 0.0708
H -0.143342 -2.133635 2.476030 0.0085 0.0363 0.0032
H -3.453512 -1.328037 4.216354 0.0228 -0.0202 -0.0702
H -3.904973 0.297362 3.652470 0.0259 -0.0514 0.0388
H -2.292421 0.009294 4.337044 -0.0304 -0.0550 0.0413
H -4.907344 -1.083164 1.935793 0.0496 0.0002 -0.0305
H -4.344809 -0.686650 0.302242 0.0213 0.0109 0.0621
H -4.439943 0.585791 1.547848 -0.0005 -0.0790 0.0255
O -1.737469 -0.000772 -1.997073 -0.1521 0.3067 0.2576
S -2.353792 1.383358 -1.856345 -0.1398 0.1098 -0.1030
C -4.001156 1.043326 -2.610237 0.0594 -0.1798 -0.0354
C -5.085164 1.074142 -1.747221 0.0316 0.1068 0.0210
C -6.357456 0.758559 -2.214567 0.0021 0.0163 -0.0458
C -6.540698 0.414148 -3.545128 0.0361 -0.0044 0.0333
C -5.449817 0.375923 -4.410783 -0.0040 0.0235 0.0381
C -4.181899 0.686070 -3.944417 0.0045 -0.0103 0.0079
C -1.796693 2.385531 -3.242071 0.0953 0.0275 0.0351
C -2.477997 3.551515 -3.548686 -0.0150 -0.0141 0.0055
C -2.011650 4.366513 -4.574755 0.0273 -0.0397 0.0147
C -0.887845 3.994613 -5.300216 -0.0044 -0.0459 0.0427
C -0.219889 2.812329 -4.990603 -0.0767 0.0169 0.0086
C -0.664439 2.013798 -3.947261 -0.0056 0.0185 -0.0451
H -4.922317 1.329598 -0.705092 -0.0389 -0.0241 -0.0611
H -7.201229 0.777717 -1.535269 0.0171 -0.0140 0.0074
H -7.530864 0.166052 -3.909910 0.0094 0.0074 -0.0032
H -5.594831 0.105640 -5.450960 0.0217 -0.0098 0.0217
H -3.327941 0.652458 -4.612928 -0.0291 0.0078 0.0336
H -3.359627 3.829435 -2.980318 0.0370 0.0028 -0.0236
H -2.525013 5.293668 -4.801876 -0.0040 -0.0214 -0.0056
H -0.523233 4.631051 -6.098107 -0.0012 -0.0029 0.0024
H 0.671364 2.531786 -5.540628 -0.0088 0.0053 0.0193
H -0.126720 1.133332 -3.624606 -0.0111 0.0185 0.0239
```
Forces are in eV/Å.

## Properties
net charge	-2
LUMO	4.17	eV
energy above the lowest of the compared OMol25 structures with the same formula, charge and spin	134.2	kJ/mol